1.
# H2N2O4S

A single H2N2O4S molecule (ωB97M-V/def2-TZVPD, the OMol25 dataset).

Each line ends with the Mulliken charge.
Atoms and positions in Å:
H (0.507, 1.193, -1.128)  0.300
S (-0.520, -0.609, -0.170)  0.983
N (-0.317, 1.242, -0.558)  -0.549
O (1.891, -0.882, 0.676)  -0.443
O (-0.048, -1.416, -1.225)  -0.464
O (0.549, 0.216, 2.071)  -0.460
N (0.835, -0.390, 1.089)  0.846
H (-1.075, 1.563, -1.070)  0.280
O (-1.822, -0.917, 0.315)  -0.494

Summary:
**LUMO level**: -0.963 eV
**Orbital gap**: 10.54 eV
**Relative energy (zero: lowest compared OMol25 entry of this formula, charge and spin)**: 2.247 eV
**SMILES**: NS(=O)(=O)[N+](=O)[O-]
**Max |F|**: 0.09442 hartree/bohr

---

2.
# H2N3O5

3 unconnected molecules or ions with the total composition H2N3O5 (ωB97M-V/def2-TZVPD, the OMol25 dataset).

Each line ends with the Mulliken charge.
Atoms and positions in Å:
N (-2.883, 1.852, -0.170)  0.799
N (0.325, 0.061, 0.391)  -0.253
O (-0.989, 0.111, 0.131)  -0.323
O (-3.754, 1.043, -0.220)  -0.468
N (-3.042, -1.600, 0.022)  1.367
O (-2.687, -2.414, -0.645)  -0.262
O (-3.572, -0.860, 0.664)  -0.195
H (0.559, -0.248, 1.361)  0.296
O (-1.718, 1.848, -0.056)  -0.269
H (0.938, 0.517, -0.337)  0.307

Summary:
**LUMO level (alpha / beta)**: -6.907 / -6.905 eV
**Orbital gap (alpha / beta)**: 6.40 / 6.48 eV
**Net charge**: +1
**Relative energy (zero: lowest compared OMol25 entry of this formula, charge and spin)**: 0.000 eV
**Max |F|**: 0.08872 hartree/bohr

---

3.
# H2N3P3

A single H2N3P3 molecule (ωB97M-V/def2-TZVPD, the OMol25 dataset).

Each line ends with the Mulliken charge.
Atoms and positions in Å:
P (-1.692, 1.119, -0.165)  0.196
N (2.648, -0.901, 1.308)  -0.543
P (-0.515, -0.565, -1.160)  0.108
N (0.795, -0.545, -0.351)  0.016
H (-3.939, 1.142, -0.623)  0.251
P (2.360, -0.277, -0.132)  0.180
H (3.437, -0.565, 1.820)  0.230
N (-3.094, 0.593, -0.698)  -0.438

Summary:
**LUMO level**: -1.845 eV
**Orbital gap**: 6.52 eV
**Relative energy (zero: lowest compared OMol25 entry of this formula, charge and spin)**: 2.360 eV
**SMILES**: [H]/N=P/N=P#P=N
**Max |F|**: 0.06176 hartree/bohr

---

4.
# H2N4O3

A single H2N4O3 molecule (ωB97M-V/def2-TZVPD, the OMol25 dataset).

Each line ends with the Mulliken charge.
Atoms and positions in Å:
O (0.036, -2.089, -0.127)  -0.636
N (1.160, 0.383, -0.081)  -0.538
H (1.444, 0.478, 0.892)  0.237
N (-0.170, 0.068, -0.166)  -0.055
H (1.795, -0.291, -0.682)  0.282
N (-1.124, 1.432, 0.035)  0.364
N (-0.712, -1.194, -0.048)  1.219
O (-0.534, 2.410, 0.091)  -0.262
O (-1.894, -1.195, 0.087)  -0.611

Summary:
**LUMO level (alpha / beta)**: -0.841 / -0.842 eV
**Orbital gap (alpha / beta)**: 9.20 / 9.20 eV
**Relative energy (zero: lowest compared OMol25 entry of this formula, charge and spin)**: 2.280 eV
**SMILES**: NN(N=O)[N+](=O)[O-]
**Max |F|**: 0.06803 hartree/bohr

---

Energy list, top to bottom, in Ha: -809.69575; -540.96158; -1189.45971; -445.68645